Molecular formula: C5H9NO
Method: DFT, ωB97M-V/def2-TZVPD

As for the spin multiplicity: 1. For the total energy, the calculation gives -8865.22632 eV. As for the HOMO energy: -8.01 eV. Its molar mass is 99.133 g mol⁻¹. The HOMO-LUMO gap comes out at 9.1 eV. The value obtained for the LUMO energy is 1.13 eV. Its strongest force on any atom is 0.009 hartree/bohr. As for the charge: 0.

The geometry in XYZ format:
```
16
Properties=species:S:1:pos:R:3:nbo_charge:R:1
O 1.785 -0.996 -0.532 -0.50
N -0.601 -0.001 0.696 -0.56
C -1.786 0.409 0.313 0.09
C 0.528 0.885 0.450 -0.25
C 2.736 0.046 -0.685 -0.10
C 1.303 0.332 -0.722 0.04
C -2.829 -0.659 0.292 -0.74
H 0.827 0.489 -1.692 0.19
H 1.163 1.021 1.334 0.20
H -3.370 -0.536 -0.653 0.24
H -2.485 -1.704 0.376 0.18
H 3.314 0.281 0.209 0.18
H 3.302 0.023 -1.616 0.19
H -0.355 -0.962 0.963 0.37
H 0.024 1.817 0.185 0.24
H -3.558 -0.446 1.082 0.24
```